Record 1
{"formula": "C48H46As2AuN3O3", "method": "the ωB97M-V functional and the def2-TZVPD basis", "species": ["Au", "As", "As", "O", "O", "O", "N", "N", "N", "C", "C", "C", "C", "C", "C", "C", "C", "C", "C", "C", "C", "C", "C", "C", "C", "C", "C", "C", "C", "C", "C", "C", "C", "C", "C", "C", "C", "C", "C", "C", "C", "C", "C", "C", "C", "C", "C", "C", "C", "C", "C", "C", "C", "C", "C", "C", "C", "H", "H", "H", "H", "H", "H", "H", "H", "H", "H", "H", "H", "H", "H", "H", "H", "H", "H", "H", "H", "H", "H", "H", "H", "H", "H", "H", "H", "H", "H", "H", "H", "H", "H", "H", "H", "H", "H", "H", "H", "H", "H", "H", "H", "H", "H"], "coordinates": [[-0.652, -0.390, -0.272], [2.224, -0.522, -1.078], [-0.761, -2.403, -1.688], [-3.399, 2.746, -1.379], [-1.061, 6.331, -0.722], [-0.879, 2.369, 4.382], [-0.928, 2.329, 1.793], [-0.835, 1.734, -0.469], [-1.129, 3.945, 0.195], [4.741, 1.421, -3.726], [-3.638, 5.631, 2.437], [-3.348, -6.195, -0.821], [-1.096, 2.113, -1.820], [3.697, -2.442, 0.457], [-0.984, 7.625, -1.319], [-0.809, 1.088, 2.429], [-1.942, -0.843, -3.807], [1.055, -3.079, -1.827], [3.638, 0.801, -3.169], [-0.565, -1.319, 2.536], [-2.702, 7.190, 0.867], [4.242, -2.964, 1.620], [-3.832, -5.207, -1.669], [-3.559, 6.910, 1.931], [-1.342, -4.922, -0.458], [-3.074, -4.072, -1.923], [-1.828, -3.944, -1.319], [4.743, 0.814, -0.990], [-0.576, -1.266, 3.914], [-1.206, -2.597, -5.837], [-2.536, 2.972, -3.551], [-1.502, 2.884, -4.473], [-0.684, -0.136, 1.804], [-2.342, -0.598, -5.116], [3.196, -1.217, 2.916], [-2.105, -6.055, -0.215], [-0.978, 2.638, 0.484], [-0.683, -0.037, 4.567], [-0.822, -2.855, -4.531], [-1.528, 2.487, 5.662], [3.666, 0.468, -1.808], [-1.981, 4.895, 0.855], [-2.355, 2.572, -2.232], [2.639, -0.688, 1.758], [-1.184, -1.967, -3.515], [5.839, 1.434, -1.567], [-3.960, 1.590, -0.751], [-0.067, 2.035, -2.759], [-1.971, -1.471, -6.127], [-0.260, 2.403, -4.079], [1.963, -1.985, -2.357], [3.990, -2.353, 2.846], [5.839, 1.733, -2.926], [-0.806, 1.126, 3.836], [-1.919, 6.186, 0.333], [-2.851, 4.616, 1.893], [2.891, -1.304, 0.538], [-1.730, -6.825, 0.447], [3.919, -2.913, -0.493], [-2.221, -0.153, -3.022], [1.575, -1.558, -3.281], [0.909, 1.724, -2.413], [-0.632, 8.361, -0.596], [6.698, 2.222, -3.366], [-4.205, 0.830, -1.497], [-2.651, 8.191, 0.464], [-3.942, -7.080, -0.629], [-0.952, 1.988, 6.439], [0.555, 2.343, -4.790], [3.004, -0.742, 3.869], [1.049, -3.942, -2.488], [4.870, -3.844, 1.568], [2.780, 0.567, -3.787], [-3.297, 1.162, 0.003], [4.739, 0.584, 0.067], [-4.877, 1.920, -0.272], [4.421, -2.766, 3.750], [-3.510, 3.352, -3.832], [-0.470, -2.276, 2.036], [4.749, 1.664, -4.780], [6.694, 1.688, -0.955], [-0.930, 3.114, 2.431], [-0.258, -3.753, -4.313], [-1.955, 7.929, -1.714], [-2.284, -1.282, -7.147], [-0.675, 0.004, 5.647], [-2.941, 0.274, -5.340], [-0.494, -2.179, 4.491], [-0.377, -4.817, 0.025], [-2.950, 3.609, 2.279], [2.015, 0.194, 1.818], [-4.801, -5.320, -2.140], [-1.575, 3.547, 5.881], [1.368, -3.419, -0.840], [-4.167, 7.702, 2.348], [-1.665, 3.200, -5.496], [-0.876, 4.218, -0.745], [-4.315, 5.406, 3.251], [-0.923, -3.281, -6.626], [-2.533, 2.065, 5.612], [-0.270, 7.543, -2.131], [2.975, -2.337, -2.558], [-3.450, -3.311, -2.594]], "e_tot_ev": -186488.9164, "total_charge": 2, "e_homo_ev": [-12.3090, -12.2924], "s2": 2.02, "multiplicity": 3, "orbital_gap_ev": [7.87, 4.12]}

---

Record 2
{"formula": "C48H47BrF11NO31", "method": "the ωB97M-V functional and the def2-TZVPD basis", "species": ["Br", "F", "F", "F", "F", "F", "F", "F", "F", "F", "F", "F", "O", "O", "O", "O", "O", "O", "O", "O", "O", "O", "O", "O", "O", "O", "O", "O", "O", "O", "O", "O", "O", "O", "O", "O", "O", "O", "O", "O", "O", "O", "O", "N", "C", "C", "C", "C", "C", "C", "C", "C", "C", "C", "C", "C", "C", "C", "C", "C", "C", "C", "C", "C", "C", "C", "C", "C", "C", "C", "C", "C", "C", "C", "C", "C", "C", "C", "C", "C", "C", "C", "C", "C", "C", "C", "C", "C", "C", "C", "C", "C", "H", "H", "H", "H", "H", "H", "H", "H", "H", "H", "H", "H", "H", "H", "H", "H", "H", "H", "H", "H", "H", "H", "H", "H", "H", "H", "H", "H", "H", "H", "H", "H", "H", "H", "H", "H", "H", "H", "H", "H", "H", "H", "H", "H", "H", "H", "H"], "coordinates": [[-0.399, 5.121, 0.478], [-4.649, -0.505, -0.800], [-6.157, 2.052, 0.666], [-0.924, 6.344, 5.174], [-5.258, -4.756, 0.074], [0.883, -10.465, -0.940], [-2.085, 9.397, -2.309], [-8.049, 0.208, -3.628], [-0.982, -5.899, 5.452], [4.743, -3.675, -2.021], [0.958, 3.335, -5.796], [7.394, -0.135, -5.182], [2.998, 6.409, 3.113], [-0.933, 2.983, -4.617], [-5.090, -3.026, -4.312], [0.874, -7.438, 3.001], [0.623, -5.972, 1.316], [3.219, -3.189, -0.425], [6.817, 2.136, -2.668], [-2.371, 3.382, 1.952], [-1.164, -9.580, 2.898], [-0.507, 4.265, -2.822], [-6.883, -1.670, -4.083], [2.360, -2.236, 1.437], [-1.310, -4.249, 0.133], [-3.295, -5.392, -2.679], [-4.240, -6.489, -0.965], [2.919, 3.345, -1.227], [1.578, 6.908, -2.130], [-4.949, -1.166, -3.058], [0.037, -10.364, 1.154], [-0.480, 7.812, -2.323], [-2.326, 2.943, -2.841], [-3.199, -7.639, -2.605], [0.848, 6.469, 3.784], [4.197, -1.380, 0.475], [-0.479, -5.664, 3.261], [1.122, 8.890, -1.175], [4.993, 1.228, -1.714], [2.384, 5.413, 5.037], [-1.640, -8.921, 0.810], [-0.131, -0.277, 3.811], [5.867, 0.323, -3.586], [4.186, 0.588, 3.168], [-5.834, -0.064, -2.841], [6.733, 0.872, -4.567], [-0.943, -9.618, 1.727], [2.759, 0.252, 2.929], [-4.936, 2.705, 0.862], [-7.179, -0.688, -3.103], [-2.177, 1.090, 1.272], [2.806, 4.801, 0.734], [1.961, 3.643, 1.298], [0.580, 3.660, 1.225], [-0.506, -3.261, 0.791], [0.431, -7.447, 4.358], [1.160, 5.400, 5.776], [5.035, -1.815, -0.592], [0.139, 5.651, 4.697], [-1.285, -2.628, 1.994], [-3.002, -1.450, 0.614], [2.654, 2.575, 1.853], [0.610, 4.396, -3.708], [4.093, -2.656, -1.410], [0.816, 7.786, -1.899], [0.367, -6.323, 2.426], [-3.923, 2.182, -0.209], [-0.995, -9.115, -0.452], [7.665, 1.719, -3.742], [-3.632, -0.356, 0.083], [-1.921, -1.340, 1.500], [3.726, 4.194, -0.386], [1.990, 1.453, 2.353], [-3.976, -4.416, -1.885], [0.574, 1.468, 2.274], [5.816, 1.231, -2.571], [-1.512, -0.024, 1.823], [-3.551, -6.603, -2.135], [-1.128, 8.808, -1.552], [-3.251, 0.937, 0.391], [-1.646, 2.456, 1.664], [2.161, 6.127, 3.905], [-4.121, -5.130, -0.570], [-0.319, 0.295, 2.761], [-0.007, 9.764, -1.239], [-0.124, 2.554, 1.720], [0.026, 3.944, -5.018], [-0.273, -10.417, -0.235], [-0.797, -6.582, 4.296], [-1.348, 3.358, -3.371], [-5.591, -2.048, -3.865], [3.184, -2.271, 0.580], [-0.865, -11.308, -0.448], [1.422, 3.751, -3.366], [-0.573, -2.494, 2.815], [2.373, -0.115, 3.886], [-5.738, 0.323, -1.829], [-4.480, 1.868, -1.100], [-3.394, -3.500, -1.803], [8.053, 2.574, -4.291], [-7.632, -1.168, -2.232], [4.452, 3.539, 0.120], [0.146, 10.498, -2.032], [2.711, -0.561, 2.194], [3.376, 5.311, 1.520], [-3.169, 2.941, -0.443], [0.967, 5.420, -3.737], [3.743, 2.624, 1.876], [-5.018, 3.799, 0.875], [-4.560, 2.370, 1.839], [-1.589, 8.349, -0.675], [-4.937, -4.183, -2.340], [-0.466, 4.733, -5.591], [0.207, -8.457, 4.690], [5.428, -0.971, -1.147], [-5.602, 0.734, -3.549], [1.014, 4.447, 6.278], [1.178, 6.195, 6.523], [-2.098, -3.316, 2.259], [4.177, 4.969, -1.017], [-0.306, -8.289, -0.643], [3.513, -2.098, -2.148], [-1.712, -7.117, 4.036], [3.322, 2.469, -1.259], [0.460, -3.658, 1.085], [4.595, 0.970, 2.322], [-0.320, -2.451, 0.060], [5.868, -2.394, -0.188], [-0.212, 4.751, 4.185], [4.169, 1.342, 3.851], [6.147, 1.426, -5.302], [-0.852, -5.104, 0.140], [1.211, -7.029, 4.998], [8.503, 1.146, -3.343], [-1.725, -9.157, -1.257], [2.133, 5.483, 0.192], [-3.267, -5.018, 0.101], [-3.309, -2.466, 0.346], [-0.151, 10.288, -0.297]], "e_tot_ev": -215436.3632, "e_homo_ev": -8.9528, "orbital_gap_ev": 8.50, "smiles": "NCc1cc(CCO)c(Br)c2c1C(=O)c1c(CCO)cc(F)c(CCF)c1C2=O.O=C1OC[C@@H](F)O1.O=C1OC[C@@H](F)O1.O=C1OC[C@@H](F)O1.O=C1OC[C@@H](F)O1.O=C1OC[C@@H](F)O1.O=C1OC[C@@H](F)O1.O=C1OC[C@@H](F)O1.O=C1OC[C@@H](F)O1.O=C1OC[C@@H](F)O1"}